Record 1
Computed, not measured: a cluster of 2 separate species, C3H10N2O2 in total in a non-equilibrium geometry, with wB97M-V/def2-TZVPD.

Summary:
* SMILES: CCNC(N)=O.O
* orbital gap: 10.18 eV
* ΔE to the lowest compared entry with this formula, charge and spin: 62.0 kJ/mol

```
! wB97M-V def2-TZVPD RIJCOSX def2/J DEFGRID3
* xyz 0 1
C 1.167 0.471 -0.731
N 0.133 -0.224 0.042
C -0.911 -0.944 -0.457
N -1.334 -0.679 -1.716
O -1.270 -1.983 0.128
C 1.561 1.687 0.069
H 0.933 0.656 -1.776
H 2.045 -0.186 -0.705
H 0.134 -0.132 1.047
H -1.796 -1.443 -2.181
H -1.386 0.198 -2.186
H 1.866 1.388 1.074
H 0.691 2.358 0.114
H 2.393 2.307 -0.318
H -1.410 -1.276 1.792
H -1.187 -1.420 3.191
O -1.628 -0.777 2.612
*
```

Results of the Mulliken charge analysis, in e, for atoms 1 through 4:
1 C -0.260
2 N -0.059
3 C 0.493
4 N -0.401


Record 2
Computed, not measured: a cluster of 3 separate species, C3H10N2O2 in total in a non-equilibrium geometry, with wB97M-V/def2-TZVPD.

Summary:
* orbital gap: 9.47 eV
* ΔE to the lowest compared entry with this formula, charge and spin: 559.0 kJ/mol

```
! wB97M-V def2-TZVPD RIJCOSX def2/J DEFGRID3
* xyz 0 1
C 1.709 -1.214 -0.221
C 1.197 1.194 -0.249
N 0.735 -0.164 -0.061
N -0.753 -0.481 -1.236
O -0.712 -1.541 -1.680
H 1.191 -2.162 -0.387
H 1.893 1.489 0.544
H 2.330 -1.324 0.675
H 2.361 -1.021 -1.079
H 1.701 1.310 -1.214
H 0.344 1.871 -0.210
C -2.388 0.506 0.898
O -1.515 -0.557 0.635
H -0.180 -0.329 0.660
H -3.390 0.298 0.504
H -2.478 0.674 1.980
H -2.045 1.450 0.444
*
```

Results of the Mulliken charge analysis, in e, for atoms 1 through 4:
1 C -0.881
2 C -0.878
3 N -0.095
4 N 0.355


Record 3
Computed, not measured: a structure of composition C3H10N2O2 in a non-equilibrium geometry, with wB97M-V/def2-TZVPD.

Summary:
* orbital gap: 9.51 eV
* ΔE to the lowest compared entry with this formula, charge and spin: 726.2 kJ/mol

```
! wB97M-V def2-TZVPD RIJCOSX def2/J DEFGRID3
* xyz 0 1
C -0.526 -0.738 0.845
C -1.890 -0.882 0.382
C 0.591 -1.411 0.117
O -0.652 1.026 0.319
O 0.279 2.123 0.447
H -0.036 2.589 1.235
H -0.387 -0.614 1.917
H -1.986 0.292 0.072
H 0.616 -2.464 0.416
H -2.627 -1.084 1.153
H -2.004 -1.436 -0.547
H 1.554 -0.969 0.370
H 0.449 -1.369 -0.962
N 2.402 1.029 -1.361
N 1.441 0.916 -2.115
H 0.594 1.423 -1.788
H 2.182 1.571 -0.500
*
```

Results of the Mulliken charge analysis, in e, for atoms 1 through 4:
1 C 0.694
2 C -1.101
3 C -1.388
4 O -0.371


Record 4
Computed, not measured: a cluster of 2 separate species, C3H10N2O2 in total in a non-equilibrium geometry, with wB97M-V/def2-TZVPD.

Summary:
* SMILES: CC(=O)NCN.O
* orbital gap: 9.94 eV
* ΔE to the lowest compared entry with this formula, charge and spin: 203.5 kJ/mol

```
! wB97M-V def2-TZVPD RIJCOSX def2/J DEFGRID3
* xyz 0 1
O 1.769 -0.135 1.098
C 0.895 0.598 0.649
N -0.453 0.176 0.451
C -0.962 -1.195 0.393
N -1.448 -1.596 1.670
C 1.328 1.878 0.107
H -1.071 1.043 0.194
H -0.172 -1.779 0.135
H -1.881 -1.116 -0.266
H -1.837 -0.870 2.248
H -0.649 -2.080 2.127
H 0.868 2.063 -0.862
H 2.461 1.779 -0.188
H 1.110 2.818 0.780
H -0.837 -0.225 -2.669
H -0.103 -0.106 -3.938
O -0.788 0.225 -3.510
*
```

Results of the Mulliken charge analysis, in e, for atoms 1 through 4:
1 O -0.597
2 C 0.587
3 N -0.214
4 C -0.590


Record 5
Computed, not measured: a cluster of 2 separate species, C3H10N2O2 in total in a non-equilibrium geometry, with wB97M-V/def2-TZVPD.

Summary:
* SMILES: NCCNC=O.O
* orbital gap: 10.57 eV
* ΔE to the lowest compared entry with this formula, charge and spin: 102.5 kJ/mol

```
! wB97M-V def2-TZVPD RIJCOSX def2/J DEFGRID3
* xyz 0 1
C -0.037 1.860 0.166
N -0.931 0.883 -0.059
C -0.664 -0.271 -0.926
C 0.761 -0.757 -0.866
N 0.836 -2.081 -1.506
O -0.003 2.566 1.154
H 0.724 1.970 -0.630
H -1.679 0.783 0.611
H -1.328 -1.073 -0.615
H -0.957 -0.007 -1.948
H 1.006 -0.877 0.188
H 1.456 -0.065 -1.354
H 1.807 -2.318 -1.663
H 0.385 -2.120 -2.413
H -0.844 0.383 3.964
H -0.033 0.966 2.802
O -0.498 0.157 3.094
*
```

Results of the Mulliken charge analysis, in e, for atoms 1 through 4:
1 C 0.014
2 N -0.037
3 C -0.690
4 C -0.298


Record 6
Computed, not measured: a cluster of 2 separate species, C3H10N2O2 in total in a non-equilibrium geometry, with wB97M-V/def2-TZVPD.

Summary:
* SMILES: CCON.NC=O
* orbital gap: 9.73 eV
* ΔE to the lowest compared entry with this formula, charge and spin: 290.9 kJ/mol

```
! wB97M-V def2-TZVPD RIJCOSX def2/J DEFGRID3
* xyz 0 1
C -0.617 -1.208 -0.126
C -0.857 -2.370 0.815
N 1.089 1.882 -2.121
H 2.065 1.979 -2.359
H 0.422 2.117 -2.836
H 0.304 -1.354 -0.697
H -1.449 -1.081 -0.819
H -0.566 -3.311 0.354
H -1.905 -2.411 1.109
H -0.288 -2.226 1.731
N 0.066 0.216 1.778
C 0.761 1.951 -0.797
O -0.747 0.145 0.613
O 1.586 2.069 0.082
H 0.913 0.726 1.505
H -0.452 0.788 2.441
H -0.326 2.088 -0.673
*
```

Results of the Mulliken charge analysis, in e, for atoms 1 through 4:
1 C -0.138
2 C -1.099
3 N -0.382
4 H 0.236